Entry 1:
Here is a molecular structure, C11H36N12O13Zn2 at a distorted geometry from OMol25. Energies are from ωB97M-V with the def2-TZVPD basis set.

```
74
Properties=species:S:1:pos:R:3:forces:R:3:mulliken_charge:R:1
H 2.3162 -0.6396 4.2600 -0.07 -1.28 -1.60 0.17
N -2.1582 0.2375 6.2182 0.87 1.30 4.28 -0.40
C 4.8968 0.2812 -2.0789 -1.08 -0.34 1.25 -0.24
H -0.5486 -0.9244 -6.3317 -0.53 0.48 0.05 0.38
H 2.1512 0.1623 5.8686 0.22 0.66 0.10 0.17
H -5.6367 5.1383 -1.8779 -0.87 -0.25 -0.07 0.18
C 0.7700 -2.1823 -5.4128 0.36 0.12 -0.64 -0.53
H 2.4383 1.9257 5.6653 -0.11 -0.47 1.06 0.23
H -2.0601 0.9498 6.9274 0.06 -0.41 0.28 0.25
H -5.2466 -7.0396 2.4662 -0.04 0.23 0.52 0.22
O -5.3186 -5.3595 0.5848 -0.66 -0.94 -1.31 -0.60
H -2.4585 -0.6919 6.4755 0.20 0.57 0.52 0.20
N 2.1520 1.0169 5.3303 1.31 2.61 4.08 -0.48
C 2.6979 -4.2298 0.4468 -2.14 -1.64 -1.14 0.61
O -0.0240 0.3339 -0.9691 6.39 0.54 -3.56 -0.66
N -2.7295 -0.3751 4.3153 -1.67 -3.18 -3.20 -0.33
N 1.4353 4.4172 -1.4529 0.48 -2.68 -2.24 -0.28
H -3.0805 3.4068 -1.4918 0.39 0.31 -0.31 0.21
N -3.7914 3.9727 -1.9328 7.64 1.85 1.18 -0.38
N 1.9469 6.4587 -1.0608 2.03 3.69 -0.79 -0.38
C -0.2163 -1.0555 -5.3020 0.99 -0.43 -2.32 -0.36
H 3.9779 1.3875 -3.7627 -0.87 0.16 0.52 0.24
H 2.5054 6.3631 -1.8969 0.13 0.59 0.47 0.15
H 4.5025 -4.5532 1.3610 -0.27 0.37 0.10 0.19
H 0.9871 3.5207 -1.3283 -0.04 0.37 -0.13 0.14
O -2.3698 1.7923 4.5190 0.15 1.02 0.62 -0.65
O 1.2675 -2.3239 -4.0989 0.44 -0.70 1.47 -0.40
N -4.3612 -4.0278 2.0675 0.82 1.56 1.62 -0.29
H 1.8484 -6.0127 -0.1218 0.31 0.21 0.04 0.23
H 0.3951 -3.1220 -5.8186 -0.89 -0.03 0.47 0.34
O 4.0439 0.4655 -0.9096 0.67 -0.26 0.02 -0.52
H 4.2239 2.6115 -1.7008 0.07 0.55 0.65 0.35
N 2.5989 -5.5613 0.3811 0.55 -1.68 -0.17 -0.43
H 3.1077 0.5803 -1.0882 -0.10 -0.18 -0.57 0.26
O -1.6444 -0.5706 -0.3052 -5.40 -5.45 1.26 -0.70
H 2.1242 -2.7418 -4.2130 0.25 -0.22 0.76 0.23
H 5.6352 1.3227 -3.6770 0.33 0.25 -0.10 0.33
H 1.7451 -0.1445 2.6074 0.08 -0.73 0.20 0.24
N 1.7909 -0.0685 3.6135 -0.03 -5.94 -3.54 -0.35
C 1.8322 1.0928 4.0739 -1.58 3.24 0.68 0.73
H 0.2622 -0.1445 -4.9426 -0.08 0.00 0.15 0.27
C 1.2516 5.4445 -0.6696 -0.70 -0.94 0.58 0.65
O 1.5082 2.1059 3.4885 -0.45 2.37 -1.24 -0.70
H 5.8934 0.1552 -1.6556 0.02 0.61 0.02 0.28
C -1.0416 0.4769 -0.2899 1.62 -0.46 -1.38 0.83
H 3.4984 -6.0137 0.4612 -0.60 -0.78 -0.10 0.19
H -6.7193 3.7500 -1.9378 -0.33 0.71 -0.25 0.24
O -1.2101 -1.5540 -4.4816 -1.00 -0.71 2.19 -0.49
H 3.8704 -2.9132 1.3193 0.58 -0.17 -0.05 0.24
N -5.8480 4.1986 -2.1820 -4.18 1.72 -0.58 -0.44
H 1.9256 4.6764 -2.2969 -0.21 -1.22 -0.10 0.15
N -4.9468 -6.1011 2.6885 -0.22 -1.28 1.51 -0.36
H -4.6166 -5.7700 3.5837 -0.23 -0.99 -0.06 0.17
O -1.3224 1.5380 0.2250 -1.86 3.04 2.55 -0.55
H -3.1220 -0.2485 3.3933 0.01 -0.32 0.17 0.21
H -2.8980 -1.2034 4.8682 -0.31 -0.23 -1.20 0.09
H -3.9504 -3.3563 1.4346 -0.64 -0.56 -0.30 0.14
H 2.0443 7.2693 -0.4662 -0.07 -0.12 -0.33 0.24
C -4.8689 3.3398 -2.1211 -2.81 -1.25 0.47 0.63
Zn -0.2897 -2.1541 -1.9211 0.19 2.91 0.32 1.50
C -2.4665 0.6679 5.0274 1.02 1.84 -2.00 0.67
O 0.5250 5.4489 0.2903 -2.04 -0.14 3.15 -0.60
Zn -0.9897 3.6854 2.4932 0.81 -1.27 -0.53 1.32
H -4.0820 -3.8859 3.0277 0.03 -0.02 -0.23 0.12
O 4.9315 2.6751 -2.3464 -0.80 -0.49 -0.45 -0.46
H 4.7288 -0.6846 -2.5555 -0.49 -0.03 -0.29 0.25
H -3.7588 4.9673 -1.7606 0.10 -0.43 -0.09 0.20
C 4.7737 1.4420 -3.0199 2.08 -0.27 -0.98 -0.48
H -2.0511 -1.0946 -4.5382 -0.10 0.32 -0.10 0.30
C -4.9464 -5.2158 1.7171 0.99 2.00 -1.76 0.61
H 1.6018 -2.0343 -6.1016 0.13 0.93 0.10 0.40
O 1.7511 -3.5579 0.0064 0.21 1.59 0.11 -0.65
N 3.8369 -3.8762 1.0165 0.78 2.45 0.59 -0.36
O -5.0212 2.1536 -2.1041 0.15 -2.72 -0.35 -0.64
```
Positions in Å, forces in eV/Å.

Summary:
net charge: +2
energy above the lowest of the compared OMol25 structures with the same formula, charge and spin: 17.701 eV
DFT total energy: -153304.291 eV
max |F|: 7.949 eV/Å
spin multiplicity: 1
frontier orbital gap: 3.29 eV

Entry 2:
Here is 7 unconnected molecules or ions with the total composition C11H36O7 at a distorted geometry from OMol25. Energies are from ωB97M-V with the def2-TZVPD basis set.

```
54
Properties=species:S:1:pos:R:3:forces:R:3:mulliken_charge:R:1
O -31.0068 20.7042 -14.4850 -1.02 -2.71 0.51 -0.49
C -29.0179 13.5385 -12.0844 1.15 0.17 0.09 0.69
C -33.5617 14.4573 -16.0183 1.78 -0.38 0.33 -0.57
H -26.5482 21.9957 -8.4699 0.55 0.37 -0.62 0.27
H -31.7865 22.3856 -15.4776 -0.35 -0.07 0.28 0.21
C -34.2966 12.5794 -9.6770 0.66 0.36 0.07 -0.52
H -27.9546 23.2393 -9.8189 -0.08 0.08 -0.22 0.29
H -29.2200 18.1055 -5.9958 -0.03 0.04 -0.04 0.30
H -31.4369 16.2826 -6.3429 -0.52 1.20 0.65 0.26
C -29.4406 7.1134 -14.1990 -1.10 -0.54 -0.95 0.32
H -29.2176 6.8854 -12.4104 0.16 0.26 0.92 0.37
C -27.5458 21.6890 -8.7842 0.46 1.18 0.85 -0.56
C -29.5900 14.9562 -11.8716 -0.86 -0.32 1.32 -1.28
H -29.1276 7.8379 -14.9509 0.25 -0.19 -0.17 0.29
C -31.0346 22.0483 -14.7642 1.91 0.54 -0.08 -0.46
H -31.0522 22.4934 -13.7694 -0.45 0.77 -0.38 0.20
O -30.1314 17.9955 -6.2768 -0.49 0.27 0.04 -0.48
H -27.8101 12.0226 -11.0331 0.43 0.16 -0.38 0.38
O -29.0842 7.6591 -12.9629 0.33 -0.12 0.60 -0.53
H -29.1859 5.3008 -15.3233 0.37 0.11 -0.25 0.36
O -29.9855 12.5687 -12.3148 -2.52 -0.29 -0.01 -0.50
H -28.4905 13.5692 -13.0379 0.96 0.25 0.17 0.12
H -32.6502 14.9087 -16.4100 0.31 -0.29 -0.58 0.25
H -27.7349 5.7492 -14.3295 -0.01 0.06 -0.28 0.33
H -27.4336 20.6048 -8.7706 -1.00 0.08 -0.50 0.24
H -31.3921 6.5462 -13.3731 0.33 -0.99 -0.02 0.30
H -28.8412 15.6515 -11.4921 0.34 -0.11 -0.45 0.34
H -28.6192 13.0581 -9.9417 -0.54 0.24 -0.12 0.32
O -28.0128 22.2967 -9.9915 0.58 -0.78 0.13 -0.48
H -27.2944 13.7643 -10.7899 0.38 -0.37 -0.12 0.36
H -33.6490 15.0816 -15.1291 -0.97 -0.37 0.32 0.25
C -28.8230 5.7399 -14.3940 0.02 -0.12 -0.24 -1.30
C -28.1183 13.0608 -10.9098 -0.34 0.90 -0.26 -1.32
H -29.9435 16.0808 -5.4533 -0.06 0.19 0.34 0.26
C -30.4049 16.6269 -6.2762 0.31 -2.01 -0.54 -0.56
H -33.8869 13.3459 -9.0193 0.02 -0.13 0.47 0.23
H -34.3183 14.6523 -16.7783 -0.27 -0.65 0.46 0.27
H -29.1735 5.0288 -13.6460 -0.15 0.15 0.41 0.37
H -30.0663 16.0958 -7.1658 0.78 0.30 -0.45 0.22
H -30.3138 14.9573 -11.0566 -0.07 -0.45 0.41 0.31
H -34.3197 13.1046 -10.6319 0.04 -0.51 -0.45 0.23
H -32.7660 11.5364 -10.2856 0.10 -0.05 -0.03 0.30
H -30.4060 20.1880 -15.0274 -0.11 0.38 -0.16 0.30
C -30.9722 7.0168 -14.2620 -0.08 0.79 0.90 -1.17
O -33.3179 13.0322 -15.7190 -0.89 1.68 -0.58 -0.48
H -29.6747 11.6639 -12.2355 0.44 0.21 0.06 0.26
O -33.4682 11.3886 -9.6480 -1.02 0.88 -0.17 -0.49
H -30.1946 15.4498 -12.6324 0.57 -0.44 -0.72 0.32
H -28.1288 22.1352 -7.9786 -0.51 -0.93 0.36 0.25
H -35.3336 12.4028 -9.3915 0.24 -0.54 0.08 0.26
H -31.3988 6.5803 -15.1652 0.06 0.25 0.03 0.36
H -32.5662 13.0106 -15.1222 0.07 0.00 0.07 0.28
H -31.3385 8.0121 -14.0102 -0.19 0.38 -0.96 0.31
H -30.0490 22.2246 -15.1951 0.02 1.07 -0.16 0.23
```
Positions in Å, forces in eV/Å.

Summary:
net charge: 0
energy above the lowest of the compared OMol25 structures with the same formula, charge and spin: 3.280 eV
DFT total energy: -26318.634 eV
max |F|: 2.935 eV/Å
spin multiplicity: 1
frontier orbital gap: 10.57 eV
SMILES: CC(C)O.CC(C)O.CO.CO.CO.CO.CO